{"formula": "C8H13F", "method": "ωB97M-V with the def2-TZVPD basis set", "e_above_lowest_kj_mol": 165.9, "energy_ev": -11219.9550, "lumo_ev": 1.00, "smiles": "C/C=C(/C)F.CC1=CC1", "total_charge": 0, "elements": ["H", "H", "H", "H", "H", "C", "H", "H", "H", "H", "C", "C", "C", "C", "H", "H", "C", "H", "H", "C", "F", "C"], "xyz": [[-0.347, -1.896, -0.346], [-3.681, -0.908, 0.414], [1.385, -0.086, 1.715], [2.445, -1.619, 1.061], [-3.482, 1.781, 1.197], [4.353, 0.932, 0.193], [-4.932, 1.295, 0.314], [4.808, 1.161, -0.779], [1.231, -0.330, -1.315], [-3.588, 1.861, -0.652], [3.038, 0.238, 0.101], [-1.971, -0.257, -0.391], [-3.170, -0.012, 0.161], [2.059, -0.556, 0.923], [-2.051, -2.458, -0.386], [4.312, 2.054, 0.418], [1.983, -0.205, -0.577], [-1.188, -1.740, -1.870], [5.076, 0.459, 0.926], [-1.414, -1.631, -0.702], [-1.012, 0.636, -0.658], [-3.855, 1.280, 0.252]], "nbo_charge": [0.2344, 0.2115, 0.1893, 0.1692, 0.2210, -0.6770, 0.2243, 0.2351, 0.2337, 0.2237, 0.0356, 0.4102, -0.2915, -0.4586, 0.2258, 0.2396, -0.2015, 0.2169, 0.2327, -0.6882, -0.3363, -0.6499]}